Entry 1:
Molecular formula: C24H29BrGeN2O2Ti
Method: DFT, wB97M-V/def2-TZVPD

E_LUMO (spin up / spin down): -0.1452 / -0.1456 hartree
2S+1: 2
Charge: +1
Frontier orbital gap (spin up / spin down): 7.21 / 7.21 eV
ΔE to the lowest compared entry with this formula, charge and spin: 4.3 kJ/mol
⟨S²⟩: 0.75
Electronic energy: -6692.27672 a.u.
E_HOMO (spin up / spin down): -0.4102 / -0.4106 Ha

Geometry (Å):
Br1 5.6126 2.1313 4.6334
Ge1 -1.6185 2.4511 -0.8113
Ti1 0.4458 -0.2507 -0.1747
O1 -0.5421 0.9851 -0.9325
O2 2.2873 -0.0060 0.1056
N1 0.2633 -0.3255 1.9250
N2 -0.9968 -1.8623 0.1714
C1 4.5468 1.4644 3.2290
C2 1.1755 0.0292 2.7714
C3 -2.2299 5.6839 -0.3456
C4 -1.5622 -2.6506 -0.7202
C5 -1.2824 4.9650 0.6090
C6 -1.6027 -0.6132 3.5376
C7 -2.7648 -3.3343 -0.4862
C8 -5.3670 2.1289 1.3490
C9 2.4783 0.5156 2.4305
C10 -0.9810 -0.8593 2.3439
C11 -2.8413 -1.2198 3.8360
C12 -1.6120 -1.6962 1.3856
C13 -0.4838 3.8472 -0.0657
C14 3.2839 0.9991 3.4807
C15 5.0521 1.4401 1.9252
C16 -3.4438 -2.0585 2.9440
C17 -2.8379 -2.3123 1.6905
C18 -6.6039 3.0127 1.4330
C19 -4.2824 2.7199 0.4542
C20 -3.0469 6.7658 0.3462
C21 2.9938 0.4837 1.1126
C22 -3.0364 1.8381 0.3819
C23 -3.4029 -3.1570 0.7086
C24 4.2915 0.9515 0.8869
H1 -7.0455 3.1622 0.4462
H2 -0.5960 5.6947 1.0476
H3 0.1494 4.2482 -0.8602
H4 -1.1614 0.0625 4.2584
H5 -3.7123 7.2732 -0.3516
H6 -2.9114 4.9599 -0.8098
H7 -4.0196 3.7147 0.8267
H8 -6.3549 3.9963 1.8361
H9 -3.1698 -3.9741 -1.2563
H10 -4.3898 -2.5299 3.1760
H11 -3.6605 6.3423 1.1449
H12 -2.6006 1.7149 1.3805
H13 2.8942 1.0071 4.4908
H14 4.6824 0.9156 -0.1204
H15 -1.6516 6.1174 -1.1667
H16 -3.3115 -1.0086 4.7864
H17 -4.9533 1.9703 2.3506
H18 -2.1169 2.6969 -2.2409
H19 -1.8597 4.5553 1.4457
H20 0.9677 -0.0759 3.8363
H21 -2.3961 7.5185 0.7945
H22 -4.6905 2.8716 -0.5508
H23 -4.3426 -3.6540 0.9153
H24 -7.3670 2.5741 2.0756
H25 -5.6406 1.1391 0.9687
H26 -3.3095 0.8345 0.0363
H27 6.0534 1.8032 1.7365
H28 -1.0561 -2.7491 -1.6729
H29 0.1825 3.3566 0.6504

These are the natural (NBO) partial charges, in e, on atoms 1 to 6: atom 1 (Br): 0.0995, atom 2 (Ge): 1.5968, atom 3 (Ti): 1.6826, atom 4 (O): -1.0958, atom 5 (O): -0.7582, atom 6 (N): -0.5718


Entry 2:
Molecular formula: C24H29Cl4CrN3O9S3Sb
Method: DFT, wB97M-V/def2-TZVPD

E_LUMO (spin up / spin down): -0.0586 / -0.0581 hartree
2S+1: 2
Frontier orbital gap (spin up / spin down): 6.09 / 6.10 eV
ΔE to the lowest compared entry with this formula, charge and spin: 0.0 kJ/mol
⟨S²⟩: 0.77
Electronic energy: -6093.14612 a.u.
E_HOMO (spin up / spin down): -0.2824 / -0.2823 Ha

Geometry (Å):
Sb1 -0.5289 2.1312 1.0587
Cr1 0.4281 0.3149 -0.5920
Cl1 3.9005 3.6010 -1.4584
Cl2 0.6387 4.7362 -5.6594
Cl3 3.2733 5.3051 -4.0566
Cl4 -1.3634 2.5132 -4.6320
S1 2.1064 -0.4224 1.0858
S2 -0.7661 -1.9722 2.4008
S3 0.9512 -3.5556 -0.0273
O1 0.7630 -1.5770 -4.0520
O2 -2.6746 -4.6744 -5.0623
O3 -1.0542 -0.7878 -0.4853
O4 -0.3976 1.2101 -2.1170
O5 1.7731 1.5888 -0.8754
O6 -3.5137 -0.7142 0.5257
O7 -4.3988 -2.6773 0.4772
O8 1.1340 -1.0151 -2.0165
O9 -4.3540 -4.9079 -3.7326
N1 0.3868 -1.4624 -2.9164
N2 -3.2939 -4.4146 -4.0531
N3 -3.6109 -1.8375 0.0872
C1 -1.7771 2.6482 3.8554
C2 -1.1988 3.8233 -0.0590
C3 0.4022 2.1052 -2.6637
C4 1.1371 2.9164 2.1565
C5 1.5994 2.3393 -1.9777
C6 -0.0234 -3.6071 2.6490
C7 0.1556 -4.4051 1.3583
C8 -2.0711 1.9389 2.5362
C9 -3.3762 -3.1050 -1.9647
C10 0.1143 2.8440 -3.8048
C11 1.1618 4.4226 2.4015
C12 -1.9495 4.8853 0.7392
C13 1.0049 3.8250 -4.2408
C14 1.8357 -0.8808 2.8189
C15 -0.9385 -1.9572 -2.5593
C16 3.0991 -1.7979 0.4367
C17 -1.4997 -2.8562 -3.4483
C18 -1.5670 -1.5769 -1.3432
C19 2.4724 3.3277 -2.3914
C20 2.1810 4.0745 -3.5340
C21 -2.8272 -2.1835 -1.1150
C22 -2.7056 -3.4281 -3.1336
C23 2.5995 -3.2196 0.6510
C24 0.3934 -0.9274 3.3114
H1 0.4080 -1.2393 4.3578
H2 -2.8275 4.4746 1.2396
H3 -1.3204 5.3519 1.4966
H4 -0.3087 4.2318 -0.5420
H5 1.9891 2.6121 1.5465
H6 2.3813 -0.1377 3.4025
H7 2.5825 -3.4659 1.7112
H8 -1.6783 3.7256 3.7180
H9 1.1917 2.3664 3.0999
H10 -1.8229 3.4084 -0.8517
H11 0.3451 4.7518 3.0439
H12 2.0965 4.7115 2.8871
H13 -0.8165 -4.7050 0.9640
H14 -0.8545 2.2907 4.3164
H15 4.0944 -1.7003 0.8730
H16 1.1025 4.9777 1.4643
H17 0.7092 -5.3204 1.5760
H18 -2.9690 2.3409 2.0654
H19 3.1818 -1.5662 -0.6258
H20 -0.0551 0.0683 3.2845
H21 -2.2484 0.8721 2.6783
H22 3.3176 -3.8930 0.1811
H23 0.9335 -3.4750 3.1524
H24 -0.9898 -3.1198 -4.3630
H25 2.3320 -1.8360 2.9758
H26 -2.3008 5.6760 0.0731
H27 -4.3262 -3.5629 -1.7296
H28 -2.5844 2.4804 4.5710
H29 -0.6637 -4.1757 3.3239

These are the Mulliken partial charges, in e, on atoms 1 to 6: atom 1 (Sb): 0.1466, atom 2 (Cr): 0.1028, atom 3 (Cl): -0.2080, atom 4 (Cl): -0.2042, atom 5 (Cl): -0.2102, atom 6 (Cl): -0.2171


Entry 3:
Molecular formula: C24H29ClN4O
Method: DFT, wB97M-V/def2-TZVPD

E_LUMO: 0.0242 hartree
SMILES: Cc1nc2ccc(C(=O)N(C)C[C@H]3CCCN(CCc4ccc(Cl)cc4)C3)cc2[nH]1
Frontier orbital gap: 8.81 eV
ΔE to the lowest compared entry with this formula, charge and spin: 25.8 kJ/mol
Electronic energy: -1686.45077 a.u.
E_HOMO: -0.2994 Ha

Geometry (Å):
Cl1 7.1128 -3.7396 0.3412
O1 -1.9025 -0.9427 2.0304
N1 -7.5138 -0.2294 -0.6676
N2 3.2060 1.5040 0.5341
N3 -1.1595 -0.7927 -0.0949
N4 -6.9391 -2.0851 0.4165
C1 -4.4779 -1.5840 0.6810
C2 6.0402 -0.4140 -1.5691
C3 -1.3930 -0.7522 -1.5162
C4 1.1406 2.8640 0.7987
C5 6.4638 -1.7051 -1.3090
C6 -3.5419 -0.6136 0.3580
C7 6.2917 -1.2668 1.0525
C8 -5.2219 0.7925 -0.6955
C9 -2.1389 -0.7962 0.8433
C10 -6.1679 -0.1835 -0.4053
C11 0.3140 1.5872 0.9270
C12 6.5855 -2.1243 0.0050
C13 0.9782 0.4485 0.1508
C14 -5.7829 -1.3586 0.2849
C15 -3.9193 0.5606 -0.3092
C16 5.8746 0.0219 0.7757
C17 0.2205 -0.8702 0.3350
C18 2.5799 2.5944 1.2534
C19 5.2221 1.8401 -0.8196
C20 2.4275 0.2906 0.6431
C21 5.7440 0.4652 -0.5352
C22 -9.3397 -1.8334 -0.2143
C23 3.6786 1.8312 -0.7972
C24 -7.9383 -1.3520 -0.1720
H1 6.3897 -1.6069 2.0716
H2 6.6970 -2.3816 -2.1165
H3 0.2368 1.3023 1.9784
H4 -2.4214 -1.0281 -1.7391
H5 1.1422 3.1959 -0.2431
H6 0.7049 3.6599 1.4043
H7 2.5733 2.3252 2.3146
H8 0.2036 -1.1337 1.3954
H9 2.9392 -0.5010 0.0902
H10 -3.1662 1.3089 -0.5086
H11 -1.2018 0.2427 -1.9287
H12 5.5607 2.1820 -1.7988
H13 3.1956 3.4890 1.1351
H14 5.6344 0.6928 1.5853
H15 5.5733 2.5384 -0.0597
H16 -9.4005 -2.7859 -0.7398
H17 2.4106 0.0039 1.6996
H18 5.9426 -0.0871 -2.5947
H19 3.3203 2.8159 -1.1167
H20 -0.7235 -1.4620 -2.0077
H21 -9.7250 -1.9727 0.7953
H22 -7.0376 -2.9750 0.8752
H23 3.3264 1.0952 -1.5261
H24 -5.5087 1.6993 -1.2029
H25 0.7258 -1.6683 -0.2210
H26 -0.6999 1.7572 0.5579
H27 -9.9496 -1.0997 -0.7312
H28 0.9985 0.7076 -0.9147
H29 -4.1842 -2.4712 1.2209

These are the natural (NBO) partial charges, in e, on atoms 1 to 6: atom 1 (Cl): -0.0034, atom 2 (O): -0.6276, atom 3 (N): -0.4628, atom 4 (N): -0.4740, atom 5 (N): -0.4379, atom 6 (N): -0.5598


Entry 4:
Molecular formula: C24H29F3N3O
Method: DFT, wB97M-V/def2-TZVPD

E_LUMO: -0.1745 hartree
Charge: +1
Frontier orbital gap: 6.52 eV
Electronic energy: -1470.80811 a.u.
E_HOMO: -0.4140 Ha

Geometry (Å):
F1 -3.0901 -5.4954 1.3593
F2 -2.7981 -5.5822 3.5368
F3 -1.2066 -6.3119 2.1973
O1 3.2908 2.4923 1.3049
N1 -2.5694 -2.8815 2.5660
N2 0.0272 1.1296 1.5076
N3 1.0898 3.1220 1.5671
C1 1.4584 0.8255 1.3644
C2 1.3521 4.5319 1.7152
C3 -4.6262 -0.4752 1.7733
C4 -6.5336 0.9898 2.2419
C5 4.4104 -0.1363 3.2775
C6 -2.2555 0.3338 1.6980
C7 2.0235 -0.1116 2.4383
C8 -1.5756 -3.9438 2.3217
C9 -0.2444 2.5662 1.7296
C10 -5.1605 0.8045 2.1016
C11 -0.9006 0.1554 1.4226
C12 -1.1886 3.1916 0.6925
C13 -3.2179 -0.6652 1.5881
C14 -7.4167 -0.0891 2.1036
C15 -0.7713 2.8532 3.1470
C16 -5.5457 -1.5565 1.6224
C17 3.9459 -0.8780 1.0169
C18 6.2316 -0.7629 1.8077
C19 5.7784 -0.2968 3.0472
C20 3.4995 -0.3837 2.2450
C21 5.3140 -1.0407 0.7884
C22 -2.1534 -5.3405 2.3491
C23 -6.9135 -1.3637 1.8036
C24 2.0971 2.2137 1.4046
H1 -2.1079 2.6136 0.5739
H2 1.6343 0.3916 0.3614
H3 -6.9084 1.9894 2.4564
H4 -0.5188 -0.8411 1.1685
H5 -3.4432 -3.2813 2.9235
H6 -1.1855 -3.8061 1.3042
H7 -2.2271 -2.2134 3.2526
H8 7.3004 -0.9065 1.6305
H9 3.2111 -1.0937 0.2362
H10 -5.1597 -2.5403 1.3435
H11 2.4230 4.7040 1.5999
H12 1.4540 -1.0556 2.3975
H13 5.6494 -1.3814 -0.1929
H14 0.0146 2.6510 3.8884
H15 1.0306 4.8803 2.7052
H16 1.8451 0.3482 3.4238
H17 -8.4931 0.0714 2.1858
H18 6.4913 -0.0525 3.8377
H19 -0.7679 -3.9368 3.0676
H20 -2.5504 1.3309 2.0278
H21 -1.0626 3.9104 3.1966
H22 -2.8985 -1.6752 1.2955
H23 -4.4769 1.6475 2.2182
H24 4.0365 0.2242 4.2399
H25 0.8044 5.1048 0.9572
H26 -0.6802 3.2619 -0.2780
H27 -7.5976 -2.2044 1.7025
H28 -1.6429 2.2400 3.3906
H29 -1.4472 4.2001 1.0364

These are the natural (NBO) partial charges, in e, on atoms 1 to 6: atom 1 (F): -0.3292, atom 2 (F): -0.3294, atom 3 (F): -0.3086, atom 4 (O): -0.5716, atom 5 (N): -0.8509, atom 6 (N): -0.3302